The following is a DFT calculation (wB97M-V/def2-TZVPD) of a structure of composition C35H34N6O2PTi.

Output
Multiplicity = 3
Charge = +1

Geometry (Å):
Ti  0.02  0.56  0.09
C  0.89  2.88  2.06
N  0.62  2.74  0.61
C  1.78  3.18  -0.20
C  2.06  2.33  -1.41
C  2.76  2.82  -2.50
C  3.06  1.97  -3.55
C  2.64  0.65  -3.49
C  1.94  0.23  -2.36
N  1.67  1.05  -1.34
C  -0.62  3.45  0.23
C  -1.13  3.03  -1.13
C  -1.65  3.93  -2.04
C  -2.12  3.46  -3.26
C  -2.05  2.10  -3.53
C  -1.53  1.26  -2.56
N  -1.08  1.71  -1.39
C  0.38  1.73  2.90
C  0.20  1.87  4.28
C  -0.23  0.77  5.00
C  -0.52  -0.42  4.34
C  -0.33  -0.46  2.97
N  0.15  0.58  2.28
H  0.49  3.82  2.44
H  1.97  2.92  2.20
H  2.67  3.10  0.44
H  1.68  4.23  -0.49
H  3.06  3.86  -2.51
H  3.61  2.33  -4.41
H  2.84  -0.06  -4.28
H  1.60  -0.79  -2.24
H  -0.48  4.54  0.23
H  -1.37  3.20  0.99
H  -1.68  4.98  -1.79
H  -2.52  4.15  -3.99
H  -2.40  1.68  -4.46
H  -1.47  0.19  -2.72
H  0.41  2.82  4.75
H  -0.37  0.85  6.07
H  -0.89  -1.29  4.85
H  -0.59  -1.35  2.40
O  -0.66  -3.39  0.31
C  0.27  -2.60  0.27
O  0.19  -1.39  -0.22
C  1.64  -2.95  0.84
P  3.03  -2.04  0.04
C  3.44  -0.67  1.19
C  3.20  -0.64  2.56
C  3.62  0.43  3.34
C  4.30  1.49  2.76
C  4.55  1.48  1.39
C  4.12  0.41  0.62
C  4.42  -3.18  0.35
C  5.27  -3.46  -0.72
C  6.36  -4.30  -0.56
C  6.61  -4.88  0.67
C  5.77  -4.62  1.75
C  4.68  -3.77  1.58
H  1.81  -4.02  0.66
H  1.57  -2.83  1.92
H  2.69  -1.46  3.04
H  3.44  0.42  4.41
H  4.65  2.32  3.37
H  5.10  2.30  0.93
H  4.33  0.41  -0.45
H  5.06  -3.01  -1.69
H  7.01  -4.50  -1.40
H  7.46  -5.54  0.80
H  5.96  -5.07  2.71
H  4.04  -3.57  2.43
N  -4.27  0.16  1.59
C  -4.26  -0.80  0.61
C  -3.00  -0.80  0.10
N  -2.24  0.15  0.75
C  -3.03  0.70  1.64
H  -5.04  0.41  2.18
H  -5.13  -1.40  0.38
H  -2.57  -1.45  -0.65
H  -2.75  1.46  2.35


The following is a DFT calculation (wB97M-V/def2-TZVPD) of a structure of composition C35H34O4PRuS.

Output
Multiplicity = 2
Charge = -2

Geometry (Å):
Ru  -0.43  -1.61  0.36
C  1.72  -3.07  -0.44
C  2.32  -1.97  0.19
C  2.07  -2.07  1.59
C  1.30  -3.22  1.82
C  1.07  -3.84  0.57
C  0.25  -5.08  0.30
C  0.81  -3.66  3.16
C  2.59  -1.13  2.62
C  3.09  -0.86  -0.46
C  1.73  -3.40  -1.90
H  0.83  -5.83  -0.26
H  -0.65  -4.86  -0.27
H  -0.07  -5.54  1.23
H  0.05  -2.99  3.56
H  1.62  -3.70  3.89
H  0.36  -4.65  3.11
H  3.60  -1.41  2.95
H  1.95  -1.08  3.50
H  2.65  -0.11  2.23
H  4.04  -0.67  0.06
H  2.53  0.08  -0.45
H  3.33  -1.08  -1.50
H  2.22  -4.36  -2.10
H  2.26  -2.64  -2.47
H  0.72  -3.47  -2.32
O  -0.33  0.53  4.04
C  -0.73  -0.32  3.23
O  -0.15  -0.50  2.12
C  -1.93  -1.16  3.66
C  -2.40  -0.85  4.95
C  -3.48  -1.49  5.54
C  -4.13  -2.48  4.81
C  -3.69  -2.79  3.54
C  -2.59  -2.16  2.92
S  -2.29  -2.72  1.30
H  -1.86  -0.08  5.48
H  -3.80  -1.22  6.54
H  -4.99  -3.00  5.23
H  -4.20  -3.56  2.96
O  0.12  0.43  -0.94
P  0.08  1.72  -1.68
C  -0.17  3.03  -0.44
C  -0.63  2.58  0.80
C  -0.86  3.51  1.81
C  -0.65  4.86  1.59
C  -0.20  5.30  0.35
C  0.04  4.39  -0.67
C  -1.36  1.75  -2.79
C  -2.19  0.63  -2.78
C  -3.31  0.61  -3.61
C  -3.59  1.68  -4.45
C  -2.76  2.80  -4.45
C  -1.64  2.83  -3.63
C  1.46  2.21  -2.68
C  1.50  1.94  -4.07
C  2.60  2.30  -4.83
C  3.71  2.93  -4.24
C  3.68  3.19  -2.86
C  2.60  2.83  -2.09
H  -0.77  1.52  0.96
H  -1.19  3.15  2.78
H  -0.83  5.57  2.38
H  -0.02  6.36  0.18
H  0.41  4.72  -1.63
H  -1.97  -0.18  -2.09
H  -3.96  -0.25  -3.60
H  -4.46  1.66  -5.09
H  -2.98  3.64  -5.10
H  -0.99  3.69  -3.63
H  0.67  1.43  -4.54
H  2.61  2.07  -5.89
H  4.57  3.21  -4.84
H  4.54  3.66  -2.39
H  2.61  3.02  -1.02
O  -2.02  -0.78  -0.11


The following is a DFT calculation (wB97M-V/def2-TZVPD) of a structure of composition C35H35N3OP2RuS2.

Output
Multiplicity = 6
Charge = +1

Geometry (Å):
Ru  1.09  0.01  -0.35
C  -0.52  -0.11  3.02
C  0.94  0.16  2.98
N  1.68  0.18  1.90
C  3.02  0.34  2.19
C  3.28  0.49  3.51
S  1.84  0.41  4.42
C  4.00  0.29  1.11
C  5.35  0.28  1.26
S  6.11  0.25  -0.26
C  4.56  0.24  -1.04
N  3.56  0.25  -0.19
C  4.50  0.21  -2.52
H  -0.91  -0.22  2.02
H  -1.04  0.70  3.53
H  -0.72  -1.04  3.58
H  4.23  0.65  3.99
H  5.93  0.30  2.17
H  5.43  0.58  -2.95
H  3.67  0.83  -2.88
H  4.33  -0.81  -2.87
N  -1.54  0.47  -0.42
P  -0.01  -2.18  -0.16
C  -1.46  -3.00  -0.90
C  -2.75  -2.47  -0.85
C  -3.82  -3.20  -1.36
C  -3.62  -4.44  -1.93
C  -2.33  -4.97  -1.99
C  -1.26  -4.25  -1.48
C  0.09  -2.96  1.45
C  -1.02  -3.54  2.09
C  -0.90  -4.05  3.37
C  0.32  -4.00  4.03
C  1.43  -3.45  3.41
C  1.31  -2.93  2.13
P  -0.63  1.82  -0.41
C  -0.99  2.61  1.19
C  -0.01  3.31  1.88
C  -0.33  3.97  3.06
C  -1.63  3.93  3.55
C  -2.61  3.23  2.85
C  -2.29  2.57  1.68
C  -1.41  3.06  -1.53
C  -2.28  2.64  -2.54
C  -2.94  3.58  -3.33
C  -2.73  4.93  -3.12
C  -1.85  5.35  -2.12
C  -1.20  4.42  -1.34
H  -1.70  0.12  -1.36
H  -2.93  -1.52  -0.37
H  -4.82  -2.78  -1.31
H  -4.45  -5.01  -2.32
H  -2.17  -5.95  -2.43
H  -0.26  -4.67  -1.53
H  -1.98  -3.58  1.58
H  -1.75  -4.49  3.86
H  0.41  -4.41  5.03
H  2.38  -3.42  3.92
H  2.18  -2.51  1.63
H  1.01  3.32  1.50
H  0.43  4.52  3.60
H  -1.87  4.44  4.47
H  -3.62  3.21  3.23
H  -3.04  2.01  1.13
H  -2.46  1.59  -2.71
H  -3.62  3.24  -4.10
H  -3.24  5.66  -3.73
H  -1.69  6.41  -1.95
H  -0.53  4.76  -0.55
C  1.29  -1.83  -4.15
O  1.69  -1.30  -2.88
C  1.36  -0.09  -2.47
C  0.61  0.77  -3.44
H  0.24  -1.65  -4.35
H  1.48  -2.90  -4.10
H  1.89  -1.39  -4.95
H  1.24  0.95  -4.32
H  0.37  1.73  -3.00
H  -0.31  0.30  -3.79


The records above yield strongest force on any atom values of 0.517; 5.115; 0.933 eV Å⁻¹, respectively.
The records above yield electronic energy values of -3023.9353; -2489.4522; -3167.8730 Eh, respectively.